1.
C43H48MgN2O3P2 as an isolated structure in a non-equilibrium geometry. Source: the OMol25 dataset; level of theory: the ωB97M-V functional and the def2-TZVPD basis.

Element x y z (Å)
P (2.9175, -0.1437, 0.1400)
P (-1.4138, -0.6370, -1.3642)
Mg (-0.9058, 1.5109, 0.1137)
O (-1.8796, -2.2762, 5.2954)
O (0.1712, -2.8563, 1.3927)
O (-1.2474, 1.3364, 2.2507)
N (-0.4633, -2.4095, 3.5111)
N (-0.8122, -0.7892, 1.8296)
C (0.8935, 0.7057, -3.0809)
C (-3.6007, -3.2833, 0.8128)
C (0.6019, -0.3204, -4.1377)
C (-2.1971, -2.1678, -0.8352)
C (4.2587, 2.5780, -2.5944)
C (6.7021, -1.6453, -0.2464)
C (-3.3221, 3.0750, -0.9453)
C (0.1227, 0.2722, 4.9514)
C (-0.3521, 2.6581, -4.0471)
C (-2.3832, 2.0656, -1.2210)
C (-2.6677, 0.6757, -0.8841)
C (6.5382, -2.9440, 0.2558)
C (3.9665, 1.3880, -1.9253)
C (-2.7913, -4.4906, -1.1111)
C (-2.1232, 0.9786, -3.4924)
C (-1.0897, 0.1505, 2.7100)
C (4.3453, -1.2178, 0.1002)
C (-1.2526, -1.7077, 4.4132)
C (-1.1888, -0.1753, 4.2552)
C (3.0999, 3.8448, -0.8968)
C (0.4194, 1.9637, -2.9520)
C (-3.7481, 0.0837, 4.3259)
C (3.8503, 3.8065, -2.0704)
C (5.2720, -3.3847, 0.6669)
C (0.2315, 1.7541, 5.2725)
C (-4.0385, 0.3703, -0.7255)
C (-5.0216, 1.3581, -0.7750)
C (-2.9224, -2.1581, 0.3654)
C (-0.6906, -1.1330, -3.9756)
C (2.7727, 2.6566, -0.2332)
C (-1.7360, -0.3869, -3.1249)
C (-2.1603, -3.3480, -1.6002)
C (2.5747, 0.3296, 1.8526)
C (-2.4138, 0.4876, 4.9189)
C (-0.3400, -2.0381, 2.1626)
C (1.4110, -0.9831, -0.4180)
C (-1.5156, 1.7569, -4.5714)
C (4.1720, -2.5256, 0.5891)
C (5.6175, -0.7664, -0.3017)
C (-3.5082, -4.4744, 0.0895)
C (0.2943, -0.2082, -0.7279)
C (3.2325, 1.4130, -0.7255)
C (-4.6700, 2.7044, -0.8383)
H (-4.4008, -0.6462, -0.6171)
H (4.3195, 0.4345, -2.3452)
H (0.9075, 2.6392, -2.2268)
H (4.8136, 2.5370, -3.5264)
H (-2.4019, 0.2137, 5.9848)
H (5.1407, -4.3960, 1.0573)
H (7.4028, -3.6088, 0.3543)
H (-1.6569, -3.3610, -2.5689)
H (-1.1263, -1.3817, -4.9550)
H (0.6243, 0.9084, -0.8093)
H (1.4271, -2.0699, -0.5037)
H (-0.3920, 2.0347, 6.1329)
H (-2.9450, 4.1042, -0.9342)
H (1.2713, 1.9510, 5.5527)
H (-0.0218, 2.3831, 4.4102)
H (-2.2989, 2.4126, -4.9942)
H (5.7555, 0.2524, -0.6669)
H (2.3706, -0.5732, 2.4553)
H (-4.1903, -3.1950, 1.7242)
H (-3.8100, 0.3687, 3.2715)
H (2.1950, 2.7135, 0.6908)
H (1.6971, 0.9933, 1.9065)
H (-2.7106, -5.4059, -1.6958)
H (3.1721, -2.8509, 0.8864)
H (-0.4974, -2.1085, -3.5110)
H (-3.9212, -0.9933, 4.4182)
H (-1.1658, 1.0802, -5.3608)
H (1.7779, 0.4394, -2.4939)
H (-3.9685, -5.3812, 0.4784)
H (-0.7782, 3.6051, -3.6773)
H (-1.4526, 2.3341, -1.7551)
H (3.4560, 0.8475, 2.2665)
H (-0.3647, -3.4047, 3.6792)
H (4.1129, 4.7390, -2.5840)
H (2.7830, 4.8035, -0.4780)
H (0.1927, -0.3024, 5.8874)
H (7.6840, -1.3166, -0.5927)
H (0.3066, 2.9293, -4.8947)
H (-2.7012, -0.9100, -3.2097)
H (-3.1742, 1.2405, -3.2910)
H (-3.0397, -1.2305, 0.9296)
H (-5.4448, 3.4773, -0.8298)
H (1.4176, -1.0648, -4.1208)
H (-2.2901, 1.5748, 4.8533)
H (0.6026, 0.1362, -5.1458)
H (-6.0779, 1.0541, -0.7636)
H (0.9552, -0.0476, 4.3032)
H (-4.5646, 0.5878, 4.8555)

Net charge: 0
Relative energy (zero: lowest compared OMol25 entry of this formula, charge and spin): 96.70 kcal per mole
Multiplicity: 1

---

2.
C43H49ClN9O8S3Si4TeTi as an isolated structure in a non-equilibrium geometry. Source: the OMol25 dataset; level of theory: the ωB97M-V functional and the def2-TZVPD basis.

Element x y z (Å)
Te (-1.8348, 0.2950, 0.8636)
Ti (0.5694, -0.5507, -0.4817)
Cl (4.8126, 2.6398, -5.0419)
S (2.3911, -2.1575, -3.3467)
S (-1.1727, -1.7592, -1.7401)
S (2.2349, -4.4650, -1.0471)
Si (-4.9940, 0.4165, 2.8039)
Si (-2.4524, 3.2198, 3.5713)
Si (-4.5175, 3.1768, 0.2141)
Si (-3.4574, 1.9309, 1.8807)
O (-0.5182, 2.9967, 0.7039)
O (1.9597, -3.4912, -3.6853)
O (2.4867, 3.2001, -6.5081)
O (-0.0260, 0.7666, -1.6891)
O (0.9894, -0.1007, 1.2309)
O (-0.8185, 1.6470, -3.5306)
O (0.4015, 2.8977, -5.9202)
O (2.0639, -1.0944, -4.2475)
N (2.4634, 1.2196, -2.3532)
N (1.3737, -2.4316, 0.2498)
N (8.3010, -2.6076, -3.1164)
N (3.6575, 1.5042, -2.8718)
N (-1.3758, -2.9373, 1.1784)
N (2.5743, 3.8009, -0.8928)
N (1.8406, -1.7884, -1.8571)
N (0.9296, 1.2052, 0.7733)
N (3.7415, 1.4250, 2.7551)
C (6.1045, 1.1855, -2.5957)
C (-2.3704, -5.4468, 1.8294)
C (-2.5649, -5.5170, -1.8672)
C (4.8329, -2.1064, -1.9978)
C (2.1353, 1.9719, 0.8392)
C (2.1718, 2.1883, -4.3928)
C (3.5140, 2.0929, -4.0899)
C (-3.2834, 4.0292, -0.8983)
C (-5.6555, 4.4324, 1.0398)
C (1.4544, -3.4572, 1.1600)
C (4.8481, -2.4602, -4.3745)
C (-5.5761, 2.0159, -0.8178)
C (3.0174, 1.6960, 1.8906)
C (1.5585, 1.5877, -3.2295)
C (6.9991, 0.9257, -0.3678)
C (6.2102, -2.2245, -1.9761)
C (-2.6674, -5.9384, -0.5737)
C (-1.9688, -4.5869, 2.8016)
C (7.1837, 1.0254, -1.7375)
C (-2.0762, -4.2338, -2.1632)
C (-4.4616, -0.2416, 4.5011)
C (-0.9711, -2.3748, 3.4963)
C (-6.6592, 1.2579, 3.0759)
C (-0.9498, 2.3125, 4.2373)
C (-0.3459, 1.8213, 0.8112)
C (6.9234, -2.4550, -3.1513)
C (-1.4576, -3.3178, 2.4296)
C (4.6252, 1.0803, -0.7061)
C (5.7089, 0.9342, 0.1422)
C (-2.2743, -5.0721, 0.4691)
C (6.2233, -2.5715, -4.3547)
C (1.6923, 2.7998, -5.6899)
C (4.8192, 1.2563, -2.0712)
C (-1.9222, 4.9026, 2.9442)
C (0.1360, 1.3189, -2.8508)
C (2.3654, 2.9767, -0.1059)
C (1.9135, -4.6136, 0.6517)
C (-3.7159, 3.4661, 4.9460)
C (1.8044, -2.7851, -0.9446)
C (-1.6754, -3.3519, -1.1808)
C (-1.7687, -3.7794, 0.1842)
C (-5.2618, -1.0718, 1.6817)
C (4.1484, -2.2259, -3.1954)
H (-4.2303, -1.3065, 4.4475)
H (6.7654, -2.7516, -5.2758)
H (-0.3506, -1.5949, 3.0632)
H (-6.2338, 4.9769, 0.2892)
H (7.8510, 0.8326, 0.2946)
H (-0.3999, -2.9159, 4.2542)
H (-1.8108, -1.8946, 3.9994)
H (-1.1253, 1.2371, 4.3188)
H (-6.3575, 3.9375, 1.7148)
H (3.6224, 1.0801, -0.3071)
H (-2.8546, -6.1695, -2.6812)
H (-0.1030, 2.4536, 3.5614)
H (6.2781, 1.2352, -3.6545)
H (-6.0483, 2.5519, -1.6445)
H (-2.5405, 3.3134, -1.2584)
H (-3.2944, 4.1009, 5.7295)
H (4.3071, -1.8945, -1.0767)
H (-2.0029, -3.9139, -3.1948)
H (-5.8668, -0.8163, 0.8093)
H (-5.2732, -0.1096, 5.2204)
H (-0.1442, 2.5059, -5.1793)
H (6.7400, -2.1159, -1.0383)
H (8.7977, -2.4823, -3.9807)
H (-2.7729, 5.5329, 2.6753)
H (-3.7798, 4.4676, -1.7674)
H (-4.0188, 2.5201, 5.3987)
H (-3.5819, 0.2690, 4.8973)
H (-4.3103, -1.4639, 1.3090)
H (-5.7584, -1.8792, 2.2254)
H (-6.5656, 2.0914, 3.7766)
H (8.1804, 0.9778, -2.1582)
H (5.5257, 0.8484, 1.2057)
H (1.1739, -3.2751, 2.1852)
H (2.0539, -5.5490, 1.1658)
H (-6.3637, 1.5519, -0.2189)
H (-4.9643, 1.2155, -1.2416)
H (-5.0912, 5.1610, 1.6263)
H (-2.0164, -4.8595, 3.8485)
H (8.7718, -2.2472, -2.3048)
H (-7.3709, 0.5423, 3.4961)
H (-0.6549, 2.6888, 5.2197)
H (-2.7614, -6.4280, 2.0749)
H (-7.0811, 1.6497, 2.1484)
H (-2.7404, 4.8163, -0.3719)
H (-1.3431, 5.4216, 3.7126)
H (-3.0460, -6.9231, -0.3269)
H (4.3088, -2.5355, -5.3102)
H (-1.2901, 4.7871, 2.0636)
H (-4.6167, 3.9552, 4.5660)

Net charge: -1
Relative energy (zero: lowest compared OMol25 entry of this formula, charge and spin): 36.59 kcal per mole
Multiplicity: 1

---

3.
C43H50BF4N7O4Pd as an isolated structure in a non-equilibrium geometry. Source: the OMol25 dataset; level of theory: the ωB97M-V functional and the def2-TZVPD basis.

Element x y z (Å)
Pd (1.0729, -0.1623, 0.2738)
F (2.2332, -7.4724, -1.6506)
F (0.7550, -7.9397, -0.1539)
F (6.1400, 1.9021, -2.7971)
F (2.8263, -7.6712, 0.4121)
O (4.6195, -1.5553, 1.7057)
O (3.4467, -0.0965, 0.4275)
O (5.0633, 3.4886, 2.2013)
O (5.7810, 4.6458, -2.1179)
N (-1.8869, -0.7365, 1.2744)
N (5.4029, 1.7741, 0.7164)
N (1.4550, 2.8913, 0.7457)
N (-1.7320, -0.6789, -1.0255)
N (1.8500, 2.0836, -1.3647)
N (5.3502, 3.9820, 0.0092)
N (1.0097, -3.0594, 0.4503)
C (-2.0572, -0.2184, 2.5932)
C (-0.5481, -0.2720, -4.5704)
C (5.6734, 1.4130, -0.5706)
C (-0.0972, -1.5324, 3.7401)
C (-3.4106, 1.1861, 4.0633)
C (-3.5077, 1.3486, -1.9356)
C (-1.5784, -0.2590, -2.3769)
C (-4.0259, 1.1459, 1.6616)
C (2.2413, -3.5556, 0.6020)
C (-0.1506, -3.1532, -3.8465)
C (0.3145, -5.2059, -0.3704)
C (0.0833, -3.8836, -0.0579)
C (2.5812, -4.8673, 0.3139)
C (-1.5071, 0.0742, 4.9332)
C (1.5920, -5.7304, -0.1566)
C (-1.4235, 0.6977, -5.0212)
C (1.1239, 5.2231, 1.1713)
C (-2.8838, -1.3754, -0.6422)
C (-4.9258, 0.9635, -2.3690)
C (1.8490, -7.1706, -0.3758)
C (1.4311, 4.4593, -1.0741)
C (4.3272, -0.4443, 1.2325)
C (5.8187, 2.3212, -1.5553)
C (0.2704, -1.9661, -2.9665)
C (1.7680, -1.6813, -3.1287)
C (-0.5625, -2.8780, 3.1872)
C (1.2491, 3.9019, 1.5742)
C (-0.6113, -0.7775, -3.2751)
C (-1.2341, -0.5250, 3.7038)
C (5.2394, 3.0949, 1.0642)
C (-2.4642, 0.7305, -2.8454)
C (1.5697, 3.1461, -0.5721)
C (1.2145, 5.4946, -0.1909)
C (1.1745, -0.9875, 3.0843)
C (-3.1382, 0.6728, 2.8009)
C (-2.9645, -1.4196, 0.6967)
C (5.2710, 0.7237, 1.7144)
C (-4.0640, 2.6767, 1.5933)
C (5.6614, 3.7263, -1.3282)
C (-3.3569, 2.8715, -1.8749)
C (-2.3876, 1.1784, -4.1585)
C (-2.5866, 0.9118, 5.1354)
C (-5.4421, 0.5710, 1.7560)
B (-0.9546, -0.3010, 0.1916)
H (1.3909, 0.0048, 3.4865)
H (1.1077, 6.5107, -0.5551)
H (-3.5442, -1.8343, -1.3656)
H (0.3373, -4.0675, -3.4999)
H (-3.5492, 3.3297, -2.8476)
H (1.5032, 4.6340, -2.1414)
H (0.0964, -2.2288, -1.9314)
H (2.0268, -1.6454, 3.2747)
H (-6.0407, 0.9060, 0.9047)
H (-2.7869, 1.3294, 6.1155)
H (5.2033, 4.9502, 0.2477)
H (-0.8597, -0.1586, 5.7711)
H (-5.9404, 0.8856, 2.6770)
H (2.9839, -2.8690, 1.0032)
H (0.9700, 6.0143, 1.8943)
H (4.8560, 1.1631, 2.6171)
H (-0.4826, -5.8337, -0.7464)
H (1.8128, 2.1872, -2.3635)
H (-1.3594, 1.0677, -6.0383)
H (-1.4372, -3.2342, 3.7410)
H (1.9745, -1.0132, -3.9687)
H (-3.3509, 0.9664, -0.9292)
H (-1.2322, -3.3061, -3.7956)
H (-2.3481, 3.1405, -1.5589)
H (2.3190, -2.6131, -3.2876)
H (-3.5934, 0.8021, 0.7263)
H (-3.0469, 3.0660, 1.5288)
H (-0.9097, -3.4617, -0.1891)
H (-4.5447, 3.1158, 2.4698)
H (-5.0323, -0.1221, -2.3904)
H (-5.1481, 1.3530, -3.3656)
H (2.1482, -1.2255, -2.2128)
H (-5.4150, -0.5180, 1.7429)
H (-3.0876, 1.9273, -4.5130)
H (1.0486, -0.8810, 1.9773)
H (1.6430, 1.1043, -0.9083)
H (1.1800, 3.6397, 2.6274)
H (-3.6968, -1.9408, 1.2962)
H (5.7660, 0.3536, -0.7577)
H (-4.0656, 3.2947, -1.1584)
H (0.1431, -1.6974, 4.7977)
H (-4.6162, 3.0009, 0.7075)
H (0.2291, -3.6252, 3.2799)
H (-0.8194, -2.7672, 2.1435)
H (6.2402, 0.2763, 1.9422)
H (-5.6598, 1.3679, -1.6668)
H (0.1955, -0.6742, -5.2492)
H (3.5833, -5.2327, 0.4953)
H (0.1219, -2.9934, -4.8935)
H (-4.2720, 1.8281, 4.2092)

Net charge: -2
DFT total energy: -2905.16011 hartree
Multiplicity: 1

---

4.
C43H50N2OS2Ta as an isolated structure in a non-equilibrium geometry. Source: the OMol25 dataset; level of theory: the ωB97M-V functional and the def2-TZVPD basis.

Element x y z (Å)
Ta (-11.3943, -9.4393, 13.1323)
S (-13.7749, -9.3933, 12.3059)
S (-12.5922, -9.9637, 15.0273)
O (-11.7537, -11.2271, 12.1456)
N (-12.0049, -6.4159, 12.3040)
N (-11.9542, -7.0995, 13.3008)
C (-9.0035, -9.6091, 12.4113)
C (-8.4158, -6.7554, 11.5179)
C (-13.3133, -6.7973, 15.3922)
C (-9.7121, -9.6618, 16.9885)
C (-12.9557, -11.5837, 9.5784)
C (-9.3704, -12.4994, 10.9051)
C (-6.7142, -7.7567, 12.7925)
C (-8.2002, -5.9624, 13.8206)
C (-8.9782, -8.5418, 13.3776)
C (-12.3341, -6.3537, 14.5237)
C (-11.6497, -7.0124, 11.0942)
C (-13.4297, -12.6022, 13.0001)
C (-15.1924, -9.9110, 16.0065)
C (-11.1989, -6.8048, 8.7826)
C (-17.1361, -9.4156, 14.5993)
C (-7.6323, -8.7135, 16.0983)
C (-11.8315, -5.0481, 14.6252)
C (-16.5872, -9.6390, 15.8569)
C (-9.8088, -13.2793, 13.2755)
C (-12.7968, -12.5689, 10.5249)
C (-13.3800, -11.8626, 8.3102)
C (-12.6041, -12.0972, 11.8967)
C (-9.6764, -10.5483, 14.3664)
C (-12.1217, -4.3211, 15.7348)
C (-7.5480, -12.4924, 12.7509)
C (-13.7201, -6.0783, 16.4328)
C (-13.2052, -13.8384, 10.2467)
C (-8.1409, -7.2327, 12.9325)
C (-9.0429, -12.2176, 12.4150)
C (-11.3153, -8.3789, 11.1623)
C (-13.1104, -4.7834, 16.6202)
C (-10.8417, -8.1643, 8.8349)
C (-9.1834, -8.6429, 16.0082)
C (-9.6792, -7.2299, 16.3232)
C (-14.8848, -9.4657, 13.6131)
C (-13.7220, -14.1005, 8.9855)
C (-9.4278, -9.1149, 14.5948)
C (-14.3360, -9.8455, 14.8545)
C (-9.3074, -10.8130, 13.0029)
C (-16.2602, -9.2269, 13.5008)
C (-13.7263, -13.1373, 7.9754)
C (-10.9736, -8.9764, 9.9584)
C (-11.6332, -6.2261, 9.9248)
H (-8.6961, -9.5342, 11.3656)
H (-9.2912, -10.6220, 16.8962)
H (-7.3034, -12.4168, 13.8301)
H (-14.3986, -6.5345, 17.0913)
H (-13.7436, -7.8014, 15.1798)
H (-17.1401, -9.6393, 16.7928)
H (-10.7073, -10.0101, 9.8527)
H (-7.3703, -13.5227, 12.5788)
H (-11.0991, -4.7643, 13.9140)
H (-11.9944, -5.1650, 9.9984)
H (-9.3434, -6.3126, 11.3647)
H (-14.3593, -11.9632, 12.9541)
H (-6.8561, -11.9326, 12.1733)
H (-10.0050, -11.3233, 15.0745)
H (-7.2664, -8.3019, 17.0531)
H (-8.1882, -7.5068, 10.7650)
H (-9.5608, -9.2763, 17.9696)
H (-7.6747, -5.1357, 13.3604)
H (-9.5764, -6.5123, 15.5128)
H (-11.6375, -3.4539, 16.0086)
H (-6.7622, -8.5935, 12.0119)
H (-14.7679, -9.9576, 16.9831)
H (-7.7168, -5.9163, 11.2754)
H (-9.2081, -5.5956, 13.8764)
H (-13.4277, -11.0267, 7.6331)
H (-6.0314, -6.9082, 12.4889)
H (-9.1452, -6.8481, 17.1510)
H (-18.1242, -9.3012, 14.2930)
H (-9.2654, -13.3732, 14.2243)
H (-10.7856, -7.3068, 16.5484)
H (-7.3643, -8.0574, 15.3326)
H (-16.6890, -8.9852, 12.5478)
H (-13.9345, -13.4889, 6.9771)
H (-13.1669, -14.7262, 10.9714)
H (-10.4411, -8.5757, 7.8647)
H (-12.8323, -10.5151, 9.7478)
H (-8.7084, -11.9729, 10.2246)
H (-11.2972, -6.2541, 7.8530)
H (-13.8493, -13.5818, 12.6801)
H (-9.2891, -13.5696, 10.7138)
H (-9.9360, -14.2025, 12.7402)
H (-13.9628, -15.1644, 8.7483)
H (-7.7322, -6.0640, 14.7848)
H (-6.2129, -8.1588, 13.7054)
H (-10.3586, -12.0630, 10.7665)
H (-10.7505, -9.6675, 16.9906)
H (-7.3346, -9.7527, 15.9884)
H (-10.8143, -12.9450, 13.5535)
H (-13.4787, -4.1824, 17.4757)
H (-13.0131, -12.6380, 13.9770)

Net charge: +1
Relative energy (zero: lowest compared OMol25 entry of this formula, charge and spin): 52.65 kcal per mole
Multiplicity: 1